1.
Formula: C22H43N2OP3Pr
Source: the Open Molecules 2025 dataset
Level of theory: the ωB97M-V functional and the def2-TZVPD basis

Element x y z (Å)
Pr1 0.27314 -0.29924 0.54724
P1 -2.04490 -2.18390 0.70304
P2 1.15607 -1.12493 -2.01138
P3 -2.00534 1.00321 -0.65803
H1 0.76675 1.73429 2.97858
C1 -0.33771 1.84564 2.90084
C2 -1.21265 0.94403 3.40094
H2 -0.90109 0.03271 3.94852
C3 -1.89557 -3.70008 1.74332
C4 -2.50806 -3.00421 -0.89194
C5 -3.73780 -1.70035 1.26905
C6 2.50123 0.05777 -2.44505
C7 2.15658 -2.65075 -2.11909
C8 0.29543 -1.10834 -3.61257
C9 -3.16288 1.93605 0.41378
C10 -3.09900 0.34719 -1.95514
C11 -1.24925 2.40445 -1.55172
H3 -0.70432 2.77838 2.44404
H4 -2.29968 1.11269 3.31878
H5 -1.59731 -3.41499 2.76205
H6 -1.14306 -4.38607 1.32828
H7 -2.87165 -4.21262 1.78388
H8 -1.64298 -3.57270 -1.26248
H9 -2.79701 -2.26184 -1.64914
H10 -3.34946 -3.69299 -0.71654
H11 -3.68623 -1.35971 2.31240
H12 -4.38059 -2.59174 1.21704
H13 -4.17276 -0.90083 0.65404
H14 3.08012 -0.28422 -3.31847
H15 3.20822 0.21236 -1.61112
H16 1.97130 0.97086 -2.72857
H17 2.78221 -2.59381 -3.02749
H18 1.46654 -3.50904 -2.17471
H19 2.80472 -2.70742 -1.22503
H20 1.00163 -1.35784 -4.41227
H21 -0.12504 -0.11638 -3.81314
H22 -0.49716 -1.86023 -3.58155
H23 -3.51764 2.81726 -0.13880
H24 -2.65613 2.25599 1.33470
H25 -4.01352 1.29608 0.67466
H26 -3.62456 1.18177 -2.43512
H27 -3.83213 -0.34046 -1.52046
H28 -2.50134 -0.18252 -2.70733
H29 -2.02924 3.03871 -1.99325
H30 -0.55559 2.07710 -2.33819
H31 -0.67480 2.97731 -0.81704
C12 1.58892 4.11681 -1.78585
C13 2.68919 4.59436 -2.51248
C14 2.96945 5.98762 -2.44190
C15 2.15106 6.84353 -1.66545
C16 0.89899 6.36835 -1.23886
C17 0.56820 5.02144 -1.45368
O1 1.59803 2.81593 -1.26795
H32 2.51851 2.45854 -1.11053
H33 3.32859 3.89949 -3.06151
H34 3.83866 6.42661 -2.96224
H35 2.45578 7.87211 -1.41184
H36 0.20055 7.06395 -0.75218
H37 -0.45865 4.72146 -1.34252
N1 3.05903 -4.69289 4.65460
C18 2.39054 -3.85248 3.82946
C19 2.06747 -2.54133 4.24486
C20 1.44492 -1.67851 3.36261
N2 1.12604 -2.03985 2.08214
C21 1.41508 -3.32383 1.67618
C22 2.01233 -4.25370 2.52698
H38 3.34975 -4.38916 5.57077
H39 3.30626 -5.62215 4.35603
H40 2.31683 -2.19862 5.24700
H41 1.17929 -0.64490 3.62296
H42 1.14436 -3.58220 0.63451
H43 2.20331 -5.27719 2.17929

Atoms 1-6, force components in eV/Å:
Pr -0.144 0.012 1.646
P -1.416 -1.446 -0.121
P 1.683 -0.212 -2.145
P -0.912 1.136 -0.813
H -0.741 0.132 0.208
C -0.186 -0.500 -0.161

## Properties
- multiplicity = 3
- LUMO energy (spin up / spin down) (eV) = -10.1 / -9.7
- net charge = +3
- ⟨S²⟩ = 2.01
- frontier orbital gap (spin up / spin down) (eV) = 4.770 / 5.238
- highest occupied orbital energy (spin up / spin down) (eV) = -14.90 / -14.90

These are the Mulliken partial charges, in e, on atoms 1 to 2: 0.343, 0.964



2.
Formula: C5H9Cl
Source: the Open Molecules 2025 dataset
Level of theory: the ωB97M-V functional and the def2-TZVPD basis

Element x y z (Å)
Cl1 1.84352 -0.50643 -0.19490
C1 0.98206 0.92051 0.30794
C2 -0.53087 0.79420 0.30720
C3 -1.09301 -0.44656 1.00129
C4 -2.09061 -0.59030 -0.20211
C5 -1.19876 0.39963 -1.01324
H1 1.38352 1.74792 -0.25541
H2 1.32825 1.06204 1.30937
H3 -1.04016 1.71547 0.63974
H4 -1.47987 -0.27367 2.04072
H5 -0.36861 -1.32548 0.96294
H6 -3.10878 -0.21893 0.03916
H7 -2.39056 -1.59460 -0.61784
H8 -1.58838 1.28035 -1.58812
H9 -0.48802 -0.24871 -1.62372

Atoms 1-6, force components in eV/Å:
Cl 0.461 -1.019 -0.674
C -0.389 0.981 0.743
C 0.461 0.050 -0.518
C -0.118 -1.211 0.130
C -1.840 -0.190 0.179
C 0.596 -0.893 -0.845

## Properties
- LUMO energy (eV) = 1.1
- net charge = 0
- SMILES = ClCC1CCC1
- frontier orbital gap (eV) = 11.453
- highest occupied orbital energy (eV) = -10.39

These are the natural (NBO) partial charges, in e, on atoms 1 to 2: -0.056, -0.379



3.
Formula: C20H28AsBBrFNO4S4Tc
Source: the Open Molecules 2025 dataset
Level of theory: the ωB97M-V functional and the def2-TZVPD basis

Element x y z (Å)
Tc1 -1.66969 -0.51260 -0.98875
O1 3.82780 0.89566 -3.75099
C1 2.71422 0.75826 -3.04942
C2 2.32501 1.58565 -1.97719
C3 1.16104 1.26902 -1.29357
N1 0.35577 0.26582 -1.67779
C4 0.72612 -0.44629 -2.72552
Br1 -0.61201 -1.70998 -3.17158
C5 1.86109 -0.27762 -3.45825
H1 4.41284 1.61689 -3.47484
H2 2.96922 2.36686 -1.65429
H3 0.84066 1.86030 -0.44742
H4 2.08842 -0.88724 -4.29790
S1 -3.19145 -3.51466 2.23445
As1 -2.72251 -3.88017 0.38381
S2 -0.55075 -2.22777 0.13513
S3 -3.20180 -2.02328 -0.97277
S4 -2.33428 -5.09639 -1.11660
C6 1.13028 0.18015 4.16567
C7 1.63184 0.00076 2.73685
C8 2.17479 1.29664 2.18648
O2 0.47606 -0.31160 1.88905
B1 0.68262 -1.52441 1.28932
O3 1.90072 -2.06306 1.54316
C9 2.60833 -1.25260 2.53216
C10 3.94164 -0.89862 1.84953
C11 2.77220 -2.10404 3.73802
H5 0.54322 1.08368 4.29118
H6 1.95644 0.24735 4.84696
H7 0.52060 -0.66235 4.48714
H8 1.41783 2.08931 2.27618
H9 2.51090 1.25083 1.14209
H10 3.04836 1.63426 2.77240
H11 3.75705 -0.51086 0.84641
H12 4.54894 -1.80118 1.72940
H13 4.51572 -0.20468 2.42514
H14 1.79954 -2.35692 4.15640
H15 3.39448 -1.63823 4.50007
H16 3.26834 -3.02273 3.45890
C12 -2.42304 1.00898 3.05771
C13 -2.71549 0.37822 1.71828
O4 -1.58271 0.61571 0.79379
H17 -3.29097 0.95701 3.73084
H18 -2.14002 2.05402 2.98202
H19 -1.65324 0.46745 3.58715
H20 -3.58895 0.84246 1.26062
H21 -2.81237 -0.70317 1.78351
H22 -0.74229 0.38077 1.25757
F1 -1.83777 1.17254 -6.45261
C14 -2.09508 1.01131 -5.17931
C15 -3.12534 0.16624 -4.77432
C16 -3.44779 0.13774 -3.44003
C17 -2.79448 0.96584 -2.47673
C18 -3.26111 0.99522 -1.12632
C19 -1.76471 1.82954 -2.97859
C20 -1.35788 1.78630 -4.29682
H23 -3.63924 -0.45200 -5.53276
H24 -4.25371 -0.48828 -3.10386
H25 -4.25319 0.57667 -0.91585
H26 -2.95434 1.82080 -0.49617
H27 -1.28038 2.53838 -2.33411
H28 -0.58547 2.46408 -4.62302

Atoms 1-6, force components in eV/Å:
Tc -0.083 0.424 -0.144
O 0.125 0.018 -0.088
C -0.114 0.250 0.016
C -0.384 -1.234 -0.126
C 0.314 0.259 -0.430
N -0.287 0.135 0.540

## Properties
- LUMO energy (spin up / spin down) (eV) = -8.2 / -8.0
- net charge = +2
- frontier orbital gap (spin up / spin down) (eV) = 6.146 / 6.290
- highest occupied orbital energy (spin up / spin down) (eV) = -14.33 / -14.26

These are the natural (NBO) partial charges, in e, on atoms 1 to 2: 0.335, -0.606



What strongest force on any atom values result from the calculations? In sequence: 0.053; 0.036; 0.040 hartree/bohr.